Below is a structure of composition C33H36BiClF3I2N3O2PS, with properties calculated with the ωB97M-V functional and the def2-TZVPD basis.

```
83
Properties=species:S:1:pos:R:3:forces:R:3
Bi -0.286654 -0.954070 0.128645 0.26 -0.07 -0.28
C 0.822337 0.415994 3.632803 0.01 -0.02 0.01
C -0.421534 1.015222 4.222773 -0.02 -0.01 0.00
C -0.429009 1.396050 5.560698 0.01 0.00 0.00
C -1.549345 1.961937 6.148113 0.00 0.00 0.00
C -2.701796 2.151812 5.402534 0.00 0.00 0.00
C -2.721228 1.768368 4.072677 0.01 0.01 0.01
C -1.589857 1.209629 3.473518 -0.03 0.03 -0.01
P -1.720262 0.796712 1.710739 -0.01 -0.09 0.03
C -3.475434 0.403329 1.468881 -0.01 0.04 0.00
C -3.826291 -0.829149 2.027939 -0.01 0.00 0.01
C -5.117210 -1.309858 1.954302 0.00 0.00 0.00
C -6.077918 -0.554325 1.299058 0.00 0.00 0.00
C -5.740332 0.672224 0.754813 0.00 0.01 0.01
C -4.446512 1.189305 0.831713 0.00 -0.01 -0.02
C -4.198461 2.554884 0.244516 -0.01 0.00 0.00
C -1.180866 2.225798 0.749971 0.01 0.00 0.03
C -0.898486 3.461125 1.321579 -0.02 0.00 0.00
C -0.422493 4.492458 0.526606 0.01 0.00 0.00
C -0.230965 4.279837 -0.831798 -0.01 0.01 0.01
C -0.491860 3.039393 -1.395787 -0.03 -0.01 -0.02
C -0.965476 1.991019 -0.616343 0.01 -0.01 0.06
C -1.201413 0.629650 -1.189631 0.00 0.09 0.04
H 1.607720 0.352349 4.384666 -0.01 -0.01 0.00
H 1.201844 1.012639 2.803805 0.00 0.00 0.00
H 0.637377 -0.595776 3.258884 -0.01 0.00 -0.01
H 0.464977 1.242133 6.152228 0.00 0.01 0.00
H -1.522172 2.249575 7.190811 0.00 0.00 0.00
H -3.583695 2.587392 5.851997 0.00 0.00 0.00
H -3.628102 1.897568 3.495663 0.00 0.00 0.00
H -3.068627 -1.427825 2.521825 0.00 0.00 -0.01
H -5.366114 -2.269177 2.386458 0.00 0.00 0.00
H -7.093706 -0.917637 1.215998 0.00 0.00 0.00
H -6.503014 1.264333 0.264262 0.00 0.00 -0.01
H -5.150638 3.043607 0.046112 0.00 -0.01 -0.01
H -3.652184 2.500789 -0.699099 0.02 0.00 0.01
H -3.626787 3.196313 0.912851 -0.01 0.00 0.01
H -1.050276 3.614963 2.383294 0.00 0.00 0.00
H -0.197026 5.454691 0.965998 -0.01 0.00 0.00
H 0.137910 5.084161 -1.454976 0.00 0.00 0.00
H -0.313388 2.872509 -2.451000 -0.01 0.00 0.00
H -0.770931 0.498998 -2.179634 0.03 -0.04 -0.02
H -2.262059 0.362932 -1.202792 0.01 -0.03 -0.04
C 6.281564 1.875895 -1.341181 0.01 -0.02 0.02
C 5.507334 0.567722 -1.374862 0.02 0.11 0.05
N 4.084794 0.825630 -1.160082 0.05 -0.19 -0.08
C 3.277039 0.255375 -0.277725 -0.14 -0.03 0.08
S 1.891500 1.063021 0.225319 -0.11 0.25 0.02
N 3.651230 -0.929988 0.318001 -0.46 -0.16 0.59
C 4.057131 -2.077637 -0.305023 0.02 -1.20 -0.10
C 3.217048 -3.779345 -1.268780 -1.95 1.99 1.08
H 7.345364 1.678775 -1.465535 0.00 0.00 -0.01
H 6.135120 2.392130 -0.392836 0.01 0.00 0.00
H 5.969114 2.536837 -2.150988 -0.01 0.01 0.01
H 5.849813 -0.106488 -0.591538 -0.02 -0.02 -0.02
H 5.650582 0.077008 -2.340152 0.03 -0.03 0.02
H 3.695108 1.646716 -1.601327 0.00 0.01 0.01
H 3.356513 -1.018600 1.282445 -0.26 0.08 -0.10
H 4.549047 -2.818046 0.317273 0.84 0.36 -0.24
H 4.416543 -1.370515 -2.538177 -0.01 0.11 -0.16
H 3.478394 -4.714031 -0.783722 0.10 0.06 -0.06
H 5.269639 -2.869033 -1.956371 0.01 -0.36 0.28
H 3.994170 -3.162849 -3.233447 -0.24 0.39 -0.10
F -3.015680 -4.723291 -1.533933 0.00 -0.02 0.02
C -3.306425 -3.433853 -1.757825 -0.02 0.02 0.00
F -4.466618 -3.158676 -1.163608 0.01 0.01 0.00
F -3.451924 -3.258417 -3.070203 0.01 -0.01 0.00
C -2.161886 -2.553280 -1.207896 -0.06 -0.04 0.01
O -1.164617 -2.356409 -1.908037 -0.10 -0.07 0.12
O -2.316032 -2.093046 -0.039650 0.04 0.01 0.09
I 0.625863 -5.038663 0.663167 -0.16 -0.01 0.02
I 0.406559 -5.835117 -1.852502 -0.03 -0.03 0.01
Cl 3.945682 -2.557453 -2.009505 2.78 0.24 -1.87
C 2.333690 -1.993364 -2.007245 -0.77 -1.16 1.22
C 2.063292 -2.784587 -4.467644 0.07 0.13 0.16
C 1.846279 -1.910331 -5.453830 -0.02 0.00 -0.01
C 1.106918 -0.793695 -4.853504 -0.06 0.04 -0.07
N 0.880847 -0.923010 -3.600520 0.08 -0.03 0.06
C 1.472561 -2.205992 -3.205068 0.37 -0.26 -0.51
H 2.587442 -3.726182 -4.516018 -0.20 -0.11 -0.18
H 2.136618 -1.987891 -6.490496 -0.03 -0.03 -0.01
H 0.751805 0.075501 -5.396890 0.01 0.00 0.00
H 0.658566 -2.846674 -2.835795 0.01 0.04 -0.13
```
Positions in Å, forces in eV/Å.

Computed properties:
HOMO energy in Ha: -0.3767
E_LUMO in eV: -3.6
Total charge: +1
Strongest force on any atom in eV Å⁻¹: 3.357
HOMO-LUMO gap in eV: 6.62
Total energy in eV: -106187.9294